(1)
ORCA calculation (ωB97M-V with the def2-TZVPD basis set) on a molecular structure, C4H9N3S at a distorted geometry.

```
17
C4H9N3S ωB97M-V with the def2-TZVPD basis set
C -0.73 0.77 -0.28
C -2.25 0.25 -0.28
C -0.02 -0.47 0.11
C 1.33 -0.48 0.79
H -1.52 2.62 0.23
H 0.15 2.73 0.21
H -0.56 0.96 -1.44
H -2.94 0.72 0.44
H -2.70 0.55 -1.20
H -2.86 -1.68 0.28
H 1.65 -1.46 1.16
H 1.23 0.06 1.70
H 1.55 1.11 -1.20
N -0.70 2.06 0.54
N -2.08 -1.24 -0.25
N -0.84 -1.53 0.20
S 2.59 -0.07 -0.36
```

The calculation puts the lowest unoccupied orbital energy at -0.013 eV. Its highest occupied orbital energy is -8.4 eV. The total energy is -720.1284 Ha. Its frontier orbital gap is 8.40 eV. The value obtained for the energy above the lowest of the compared OMol25 structures with the same formula, charge and spin is 380.5 kJ/mol.

(2)
ORCA calculation (ωB97M-V with the def2-TZVPD basis set) on a single C2H8NO2P molecule at a distorted geometry.

```
14
C2H8NO2P ωB97M-V with the def2-TZVPD basis set
C -0.72 1.35 0.43
N 0.06 0.19 0.11
C -0.72 -1.08 -0.15
P 1.70 -0.04 0.66
O 2.12 -1.46 -0.20
O 2.47 1.03 -0.55
H -0.15 2.24 0.31
H -1.61 1.41 -0.17
H -0.98 1.39 1.51
H -0.26 -1.73 0.64
H -1.80 -1.01 0.06
H -0.45 -1.44 -1.16
H 2.95 -1.25 -0.57
H 2.04 0.93 -1.41
```

The calculation puts the lowest unoccupied orbital energy at 0.910 eV. As for the SMILES: CN(C)P(O)O. Its highest occupied orbital energy is -8.5 eV. The total energy is -627.5947 Ha. Its frontier orbital gap is 9.37 eV. The value obtained for the energy above the lowest of the compared OMol25 structures with the same formula, charge and spin is 160.9 kJ/mol.

(3)
ORCA calculation (ωB97M-V with the def2-TZVPD basis set) on a molecular structure, C11H26ClI2N2P2PmSe at a distorted geometry.

```
46
C11H26ClI2N2P2PmSe ωB97M-V with the def2-TZVPD basis set
I 1.41 -5.61 0.72
I 0.02 -3.92 2.64
Pm 0.31 -1.92 0.34
P 2.48 -0.18 1.10
C 2.10 0.84 2.59
C 3.46 -1.60 1.65
H 4.38 -1.37 2.15
H 4.46 1.23 0.42
H 3.73 -2.23 0.81
H 3.76 0.33 -0.89
H 1.47 0.25 3.27
H 2.91 -2.26 2.32
C 3.53 0.87 0.02
H 2.95 1.20 3.17
H 2.98 1.75 -0.31
H 1.49 1.72 2.32
P -1.57 -2.17 -1.88
C -3.33 -1.83 -1.40
C -1.37 -1.57 -3.60
H -0.34 -4.24 -2.20
H -2.01 -4.51 -2.57
H -1.48 -4.43 -0.93
C -1.36 -3.97 -1.91
H -0.35 -1.74 -3.92
H -2.01 -2.01 -4.35
H -4.10 -2.26 -2.04
H -3.51 -0.75 -1.34
H -1.51 -0.49 -3.68
H -3.50 -2.22 -0.39
Cl 1.94 -2.13 -1.77
C -0.87 3.07 3.08
N -0.89 3.11 1.62
C -0.66 4.29 0.89
C -0.79 3.95 -0.42
N -1.10 2.56 -0.45
C -1.40 1.86 -1.68
C -1.23 2.04 0.83
Se -1.78 0.40 1.39
H 0.12 3.35 3.43
H -1.10 2.04 3.33
H -1.63 3.74 3.47
H -0.45 5.21 1.40
H -0.75 4.51 -1.32
H -2.23 2.37 -2.17
H -0.52 1.87 -2.32
H -1.66 0.84 -1.42
```

The calculation puts the lowest unoccupied orbital energy (spin up / spin down) at -9.287 / -9.284 eV. Its multiplicity is 5. Its highest occupied orbital energy (spin up / spin down) is -14.0 / -14.0 eV. As for the total charge: +2. The expectation value of S² is 6.008. The total energy is -5291.9006 Ha. Its frontier orbital gap (spin up / spin down) is 4.71 / 4.71 eV. The value obtained for the energy above the lowest of the compared OMol25 structures with the same formula, charge and spin is 0.0 kJ/mol.

(4)
ORCA calculation (ωB97M-V with the def2-TZVPD basis set) on 13 unconnected molecules or ions with the total composition C4H32O13 at a distorted geometry.

```
49
C4H32O13 ωB97M-V with the def2-TZVPD basis set
C 0.74 3.17 1.00
C -1.05 0.02 -0.33
O -2.29 -0.56 0.06
C -0.75 1.25 0.46
C 0.36 1.97 0.25
H 0.82 4.06 0.38
H 0.06 3.40 1.79
H 1.79 3.07 1.48
H -0.22 -0.79 -0.15
H -1.15 0.17 -1.46
H -2.22 -0.86 1.04
H -1.49 1.53 1.20
H 1.16 1.64 -0.53
H -4.30 1.91 -0.15
H -3.40 0.61 -0.44
O -3.88 1.38 -0.86
H -2.18 -2.02 -1.33
H -2.66 -2.39 -2.71
O -1.92 -2.47 -2.12
H 2.49 -2.14 -0.33
H 1.06 -2.10 -0.85
O 1.59 -2.39 -0.11
H -1.59 -0.39 3.07
H -0.87 -1.58 2.41
O -1.77 -1.21 2.60
H -0.90 0.67 -4.43
H -0.93 1.52 -3.10
O -0.36 0.85 -3.60
H 2.27 -1.11 -2.22
H 3.51 -0.39 -2.29
O 3.12 -0.99 -1.82
H -2.70 2.22 -1.79
H -1.37 2.90 -1.46
O -1.86 2.57 -2.18
H 2.97 -0.04 3.73
H 2.29 -1.02 2.75
O 3.15 -0.63 2.92
H 0.49 -0.26 3.00
H 0.51 1.24 2.76
O 0.16 0.55 3.33
H 0.20 -0.54 -2.85
H -0.25 -1.94 -2.43
O 0.51 -1.37 -2.38
H 3.23 0.38 1.58
H 3.03 0.30 0.03
O 3.03 0.91 0.74
H 1.13 -2.00 1.37
H 0.97 -2.75 2.75
O 0.82 -1.85 2.30
```

The calculation puts the lowest unoccupied orbital energy at 0.294 eV. Its highest occupied orbital energy is -9.2 eV. The total energy is -1149.7167 Ha. Its frontier orbital gap is 9.53 eV. The value obtained for the energy above the lowest of the compared OMol25 structures with the same formula, charge and spin is 0.0 kJ/mol.

(5)
ORCA calculation (ωB97M-V with the def2-TZVPD basis set) on 7 unconnected molecules or ions with the total composition C23H35Cl12F8N2O at a distorted geometry.

```
81
C23H35Cl12F8N2O ωB97M-V with the def2-TZVPD basis set
F -0.45 -5.87 2.57
C -1.37 -4.85 2.92
F -1.96 -5.25 4.17
C -2.62 -4.74 1.87
F -3.65 -5.55 2.46
F -2.34 -5.33 0.62
C -3.24 -3.26 1.79
F -4.66 -3.42 1.76
F -2.96 -2.56 3.01
C -2.86 -2.40 0.48
F -1.54 -2.62 -0.01
F -3.85 -2.57 -0.53
C -2.91 -0.82 0.86
O -1.70 -0.37 1.51
C -1.03 0.63 0.70
C 0.41 0.92 1.39
C 1.40 -0.15 0.77
C 1.19 -1.70 0.93
C 2.31 -2.48 0.21
N 3.41 -2.05 -0.54
N 3.58 -0.74 -0.65
C 2.67 0.15 -0.04
H -0.80 -3.87 3.07
H -3.82 -0.65 1.53
H -3.12 -0.25 -0.11
H -1.67 1.60 0.67
H -0.91 0.32 -0.41
H 0.68 2.00 1.09
H 0.23 0.82 2.51
H 0.33 -2.16 1.52
H 2.23 -3.62 0.30
H 4.40 -0.39 -1.20
H 2.92 1.27 -0.17
Cl 2.85 -3.65 3.56
C 2.41 -3.71 5.28
C 0.99 -4.21 5.49
Cl -0.24 -3.06 4.92
H 2.54 -2.71 5.70
H 3.11 -4.39 5.76
H 0.81 -4.37 6.55
H 0.83 -5.16 4.98
Cl -2.39 3.15 -0.04
C -2.45 4.88 -0.48
C -2.31 5.09 -1.97
Cl -0.67 4.68 -2.55
H -1.67 5.40 0.08
H -3.42 5.26 -0.15
H -2.48 6.14 -2.22
H -3.02 4.48 -2.54
Cl 6.14 0.37 -3.36
C 6.38 -1.36 -3.73
C 5.37 -1.88 -4.73
Cl 3.73 -1.95 -4.04
H 6.35 -1.92 -2.80
H 7.39 -1.46 -4.14
H 5.63 -2.90 -5.03
H 5.34 -1.26 -5.63
Cl -2.94 -1.41 7.65
C -4.02 -2.13 6.42
C -5.45 -1.66 6.57
Cl -6.21 -2.30 8.05
H -3.94 -3.21 6.50
H -3.63 -1.83 5.45
H -6.04 -2.02 5.73
H -5.51 -0.57 6.60
Cl 7.94 -0.56 -6.75
C 7.59 1.17 -6.96
C 6.58 1.42 -8.06
Cl 7.24 1.05 -9.68
H 8.54 1.68 -7.16
H 7.20 1.54 -6.01
H 6.30 2.48 -8.07
H 5.68 0.83 -7.92
Cl -4.33 7.76 -1.50
C -5.19 8.87 -2.60
C -4.76 8.69 -4.04
Cl -3.09 9.23 -4.32
H -5.01 9.89 -2.25
H -6.25 8.66 -2.50
H -5.40 9.29 -4.70
H -4.84 7.65 -4.36
```

The calculation puts the lowest unoccupied orbital energy at -4.774 eV. Its highest occupied orbital energy is -12.1 eV. As for the total charge: +1. The total energy is -7402.9463 Ha. Its frontier orbital gap is 7.33 eV.

(6)
ORCA calculation (ωB97M-V with the def2-TZVPD basis set) on 6 unconnected molecules or ions with the total composition C10H30ClO5 at a distorted geometry.

```
46
C10H30ClO5 ωB97M-V with the def2-TZVPD basis set
Cl 15.13 -37.43 4.00
C 22.37 -39.50 7.19
C 20.96 -38.86 7.08
O 20.87 -38.78 5.67
H 22.50 -39.68 8.25
H 23.19 -38.85 6.89
H 22.38 -40.44 6.63
H 20.94 -37.86 7.52
H 20.16 -39.48 7.48
H 20.00 -38.50 5.39
C 15.50 -45.56 2.05
C 14.85 -44.41 2.81
O 15.80 -43.49 3.14
H 16.38 -45.97 2.54
H 15.85 -45.10 1.12
H 14.86 -46.43 1.90
H 14.32 -44.74 3.70
H 14.05 -43.97 2.21
H 15.39 -42.62 3.17
C 12.53 -36.25 -2.74
C 13.46 -37.44 -2.52
O 14.70 -37.17 -1.95
H 12.21 -35.89 -1.76
H 11.68 -36.70 -3.24
H 13.07 -35.47 -3.28
H 13.62 -37.84 -3.52
H 12.86 -38.21 -2.04
H 14.65 -37.28 -1.00
C 13.19 -30.80 2.97
C 12.85 -31.52 4.21
O 12.15 -32.75 3.78
H 13.99 -31.36 2.47
H 13.56 -29.79 3.14
H 12.34 -30.80 2.29
H 12.23 -30.93 4.88
H 13.76 -31.76 4.76
H 12.83 -33.42 3.91
C 9.03 -39.92 3.28
C 9.12 -39.66 4.78
O 10.35 -40.24 5.09
H 9.68 -39.18 2.80
H 8.00 -39.74 2.96
H 9.32 -40.94 3.04
H 8.39 -40.25 5.33
H 8.94 -38.61 4.99
H 11.02 -39.72 4.65
```

The calculation puts the lowest unoccupied orbital energy at 2.731 eV. Its highest occupied orbital energy is -4.0 eV. As for the total charge: -1. The total energy is -1235.3727 Ha. Its frontier orbital gap is 6.74 eV. The value obtained for the energy above the lowest of the compared OMol25 structures with the same formula, charge and spin is 251.4 kJ/mol.

(7)
ORCA calculation (ωB97M-V with the def2-TZVPD basis set) on a single C3H8S3Si molecule at a distorted geometry.

```
15
C3H8S3Si ωB97M-V with the def2-TZVPD basis set
C -1.51 -0.83 2.82
S -1.19 0.93 2.29
Si -0.93 0.64 -0.11
S 0.17 -1.14 -0.54
C 1.23 -0.44 -1.88
C 1.64 0.94 -1.53
S 0.22 2.07 -1.28
H -2.23 -0.63 3.61
H -0.66 -1.33 3.09
H -2.00 -1.18 1.90
H -2.39 0.28 -0.47
H 0.85 -0.56 -2.84
H 2.17 -1.16 -2.00
H 2.46 1.07 -0.69
H 2.17 1.36 -2.38
```

The calculation puts the lowest unoccupied orbital energy at 0.421 eV. As for the SMILES: CS[SiH]1SCCS1. Its highest occupied orbital energy is -8.7 eV. The total energy is -1603.1833 Ha. Its frontier orbital gap is 9.10 eV. The value obtained for the energy above the lowest of the compared OMol25 structures with the same formula, charge and spin is 39.9 kJ/mol.